# 1
Formula: C19H31IrNO6PS2
Source: the OMol25 dataset
Level of theory: wB97M-V/def2-TZVPD

Last column: Löwdin spin population.
Positions of all 61 atoms, in Å:
Ir1 -0.36 0.09 -0.16  0.35
C1 2.79 2.73 -1.77  0.00
C2 2.35 2.28 -0.41  0.00
C3 3.21 1.55 0.41  0.00
C4 2.80 1.08 1.65  0.00
C5 1.52 1.31 2.09  0.01
C6 0.63 2.04 1.29  0.00
C7 1.07 2.53 0.06  0.01
H1 3.54 3.52 -1.72  0.00
H2 1.94 3.11 -2.34  0.00
H3 3.21 1.89 -2.33  0.00
H4 4.20 1.31 0.04  0.00
H5 3.48 0.49 2.25  0.00
H6 1.16 0.93 3.04  0.00
H7 -0.36 2.28 1.67  0.00
H8 0.38 3.10 -0.55  0.00
O1 -0.49 -3.26 -2.29  0.00
C8 -0.25 -2.17 -1.85  0.00
O2 -1.19 -1.42 -1.28  0.00
C9 1.14 -1.48 -1.96  0.00
O3 1.97 -1.85 -2.75  0.00
O4 1.33 -0.44 -1.16  0.02
C10 -3.21 -4.07 3.45  0.00
C11 -2.85 -3.32 2.18  0.00
C12 -1.94 -4.12 1.26  0.00
O5 -2.36 -2.01 2.51  0.00
P1 -0.91 -1.49 2.92  0.00
S1 -1.11 0.28 3.69  0.00
S2 0.39 -1.66 1.37  0.02
O6 -0.49 -2.64 3.97  0.00
C13 0.80 -2.94 4.54  0.00
C14 1.47 -4.04 3.74  0.00
C15 1.69 -1.72 4.72  0.00
H9 -3.73 -5.00 3.19  0.00
H10 -3.86 -3.46 4.08  0.00
H11 -2.31 -4.32 4.02  0.00
H12 -3.77 -3.09 1.64  0.00
H13 -1.01 -4.39 1.75  0.00
H14 -1.71 -3.58 0.35  0.00
H15 -2.46 -5.05 1.00  0.00
H16 0.54 -3.33 5.53  0.00
H17 1.76 -3.69 2.75  0.00
H18 0.80 -4.89 3.63  0.00
H19 2.37 -4.38 4.27  0.00
H20 1.98 -1.32 3.75  0.00
H21 2.59 -2.02 5.26  0.00
H22 1.18 -0.94 5.28  0.00
C16 -3.59 0.85 -1.99  0.02
C17 -2.23 1.56 -2.04  0.05
C18 -1.42 1.09 -3.25  0.00
C19 -2.44 3.08 -2.10  0.02
N1 -1.54 1.29 -0.80  0.49
H23 -4.12 0.98 -2.93  0.00
H24 -4.19 1.24 -1.17  0.00
H25 -3.43 -0.22 -1.82  0.00
H26 -1.90 1.43 -4.17  0.00
H27 -1.34 0.01 -3.27  0.00
H28 -0.40 1.50 -3.21  0.00
H29 -3.07 3.33 -2.96  0.00
H30 -1.49 3.60 -2.21  0.00
H31 -2.94 3.43 -1.20  0.00

Energy relative to the best compared isomer or geometry (same formula, charge and spin), kcal per mole: 16.7
E_HOMO (spin up / spin down), eV: -4.88 / -5.20
2S+1: 2
LUMO (spin up / spin down), eV: 2.69 / 2.26
Orbital gap (spin up / spin down), eV: 7.57 / 7.46
Molecular weight, g mol⁻¹: 656.8
Charge: -1

=====

# 2
Formula: C19H31N5O4
Source: the OMol25 dataset
Level of theory: wB97M-V/def2-TZVPD

Last column: Mulliken charge in e.
Positions of all 59 atoms, in Å:
C1 0.84 3.70 3.40  -0.62
N1 -0.10 2.70 3.91  -0.09
C2 -0.81 1.74 3.31  -0.02
O1 -1.45 0.99 4.05  -0.71
C3 -0.88 1.47 1.79  0.28
C4 0.39 1.64 0.94  0.20
C5 1.51 0.72 1.33  0.31
C6 2.74 1.08 1.75  -1.29
N2 3.50 -0.05 2.00  0.00
C7 2.80 -1.20 1.70  -0.79
C8 3.14 -2.56 1.76  -0.97
C9 2.18 -3.51 1.36  -0.56
C10 0.92 -3.10 0.91  -0.96
C11 0.59 -1.73 0.86  -0.01
C12 1.52 -0.74 1.26  1.38
N3 -2.11 1.91 1.09  -0.06
C13 -2.62 3.12 0.86  0.96
C14 -1.90 4.37 1.29  -1.16
O2 -3.68 3.21 0.27  -0.68
H1 0.97 4.48 4.14  0.34
H2 1.81 3.24 3.22  0.15
H3 0.47 4.16 2.48  0.15
H4 -0.21 2.68 4.91  0.28
H5 -1.01 0.39 1.80  -0.02
H6 0.15 1.39 -0.09  -0.06
H7 0.73 2.67 0.94  0.62
H8 3.08 2.10 1.87  0.48
H9 4.45 -0.02 2.32  0.20
H10 4.11 -2.87 2.10  0.39
H11 2.42 -4.57 1.39  0.40
H12 0.19 -3.83 0.60  0.45
H13 -0.38 -1.42 0.51  0.30
H14 -2.73 1.17 0.81  0.31
H15 -0.93 4.42 0.79  0.25
H16 -2.50 5.23 0.99  0.40
H17 -1.79 4.38 2.37  0.32
N4 1.57 -5.03 -3.08  -0.56
C15 0.25 -4.41 -2.89  -0.63
C16 0.40 -2.89 -2.88  -0.56
C17 -0.96 -2.22 -2.65  -0.54
C18 -0.85 -0.70 -2.68  -0.48
N5 -2.19 -0.12 -2.47  -0.23
C19 -2.41 1.30 -2.65  -0.06
O3 -2.18 1.58 -3.98  -0.57
O4 -1.37 1.94 -1.99  -0.45
H18 1.51 -6.05 -3.06  0.21
H19 2.01 -4.71 -3.94  0.22
H20 -0.42 -4.72 -3.70  0.35
H21 -0.18 -4.76 -1.95  0.29
H22 1.09 -2.60 -2.08  0.17
H23 0.82 -2.56 -3.83  0.55
H24 -1.37 -2.53 -1.68  0.23
H25 -1.66 -2.55 -3.43  0.55
H26 -0.15 -0.37 -1.90  0.14
H27 -0.44 -0.39 -3.65  0.32
H28 -2.87 -0.61 -3.05  0.29
H29 -3.40 1.62 -2.31  0.46
H30 -1.25 1.83 -4.01  0.35
H31 -1.37 1.57 -1.10  -0.19

E_HOMO, eV: -8.26
LUMO, eV: 0.46
Orbital gap, eV: 8.72
Molecular weight, g mol⁻¹: 393.5

=====

# 3
Formula: C19H31NO2
Source: the OMol25 dataset
Level of theory: wB97M-V/def2-TZVPD

Last column: Mulliken charge in e.
Positions of all 53 atoms, in Å:
C1 -2.65 -2.75 -0.13  -1.41
C2 -3.12 -1.57 -0.49  0.27
C3 -4.55 -1.34 -0.87  -0.77
C4 -5.19 -0.27 0.02  -0.67
C5 -4.34 0.99 0.12  -1.12
C6 -2.89 0.67 0.53  1.69
C7 -2.86 0.05 1.93  -2.22
C8 -2.03 1.96 0.56  -1.82
C9 -1.13 2.12 -0.66  0.13
O1 -0.28 3.25 -0.47  -0.42
C10 0.96 2.88 -0.12  0.17
O2 1.83 3.66 0.14  -0.62
C11 1.07 1.36 -0.10  0.36
C12 2.41 0.90 -0.67  -1.28
N1 2.65 -0.49 -0.33  0.06
C13 3.95 -0.99 -0.77  -1.03
C14 5.08 -0.54 0.16  0.90
C15 4.80 -1.00 1.59  -1.38
C16 6.41 -1.09 -0.34  -1.65
C17 -0.18 0.92 -0.87  0.31
C18 -0.81 -0.40 -0.42  -1.85
C19 -2.33 -0.29 -0.54  0.23
H1 -1.62 -2.91 0.16  0.27
H2 -3.28 -3.63 -0.10  0.35
H3 -5.12 -2.27 -0.80  0.39
H4 -4.58 -1.00 -1.91  0.31
H5 -5.35 -0.69 1.02  0.33
H6 -6.17 -0.01 -0.38  0.42
H7 -4.78 1.67 0.85  0.45
H8 -4.33 1.50 -0.84  0.42
H9 -3.38 -0.91 1.94  0.47
H10 -3.34 0.72 2.64  0.45
H11 -1.84 -0.13 2.26  0.48
H12 -1.38 1.94 1.44  0.43
H13 -2.66 2.84 0.65  0.30
H14 -1.73 2.34 -1.55  0.48
H15 1.02 1.03 0.94  0.29
H16 2.44 1.09 -1.76  0.28
H17 3.19 1.51 -0.21  0.46
H18 1.92 -1.06 -0.74  0.05
H19 3.90 -2.08 -0.75  0.51
H20 4.18 -0.67 -1.80  0.34
H21 5.13 0.55 0.16  0.17
H22 3.82 -0.65 1.91  0.29
H23 5.56 -0.62 2.27  0.42
H24 4.81 -2.09 1.64  0.31
H25 7.22 -0.76 0.31  0.40
H26 6.62 -0.74 -1.35  0.40
H27 6.40 -2.17 -0.35  0.36
H28 0.06 0.87 -1.94  0.48
H29 -0.52 -0.64 0.60  0.43
H30 -0.45 -1.21 -1.06  0.71
H31 -2.54 0.15 -1.52  0.63

Energy relative to the best compared isomer or geometry (same formula, charge and spin), kcal per mole: 5.0
E_HOMO, eV: -9.06
LUMO, eV: 0.63
Orbital gap, eV: 9.68
Molecular weight, g mol⁻¹: 305.5

=====

# 4
Formula: C19H31NO2S
Source: the OMol25 dataset
Level of theory: wB97M-V/def2-TZVPD

Last column: Mulliken charge in e.
Positions of all 54 atoms, in Å:
C1 -4.07 -3.55 0.44  -1.67
C2 -2.75 -2.82 0.72  0.62
C3 -1.59 -3.80 0.59  -1.40
C4 -2.60 -1.64 -0.24  -0.96
C5 -1.56 -0.63 0.26  -1.78
C6 -1.24 0.54 -0.68  3.14
C7 -0.74 0.03 -2.05  -1.76
C8 0.35 -1.04 -2.04  -1.05
N1 1.60 -0.59 -1.47  0.04
C9 2.09 -1.09 -0.31  0.25
O1 1.58 -2.01 0.30  -0.64
C10 3.32 -0.44 0.18  0.33
C11 4.04 -0.83 1.27  -0.53
C12 5.16 -0.01 1.52  -0.45
C13 5.28 1.00 0.61  -0.40
S1 4.03 0.96 -0.56  -0.20
C14 -0.16 1.42 -0.01  -0.93
C15 -0.77 2.53 0.86  -0.70
O2 -2.07 2.23 1.31  -0.48
C16 -3.03 2.16 0.27  1.93
C17 -3.48 3.58 -0.14  -1.81
C18 -4.24 1.44 0.87  -1.86
C19 -2.46 1.43 -0.97  -2.49
H1 -4.18 -4.40 1.11  0.45
H2 -4.09 -3.92 -0.58  0.34
H3 -4.92 -2.89 0.59  0.40
H4 -2.78 -2.44 1.74  0.32
H5 -1.69 -4.60 1.32  0.45
H6 -1.57 -4.24 -0.40  0.29
H7 -0.63 -3.31 0.76  0.27
H8 -2.31 -2.02 -1.22  0.60
H9 -3.57 -1.15 -0.36  0.24
H10 -1.91 -0.21 1.21  0.70
H11 -0.64 -1.16 0.48  0.43
H12 -1.59 -0.38 -2.60  0.42
H13 -0.37 0.89 -2.63  0.70
H14 0.54 -1.36 -3.07  0.33
H15 0.04 -1.91 -1.46  0.46
H16 2.05 0.19 -1.90  0.29
H17 3.76 -1.67 1.87  0.49
H18 5.84 -0.15 2.34  0.41
H19 6.02 1.76 0.56  0.46
H20 0.48 0.78 0.61  0.22
H21 0.48 1.89 -0.76  0.55
H22 -0.77 3.48 0.31  0.21
H23 -0.18 2.67 1.77  0.40
H24 -4.26 3.52 -0.89  0.41
H25 -2.65 4.16 -0.55  0.40
H26 -3.87 4.11 0.73  0.40
H27 -5.05 1.38 0.15  0.37
H28 -4.59 2.00 1.74  0.44
H29 -3.98 0.45 1.20  0.35
H30 -3.26 0.83 -1.42  0.54
H31 -2.16 2.17 -1.71  0.46

Energy relative to the best compared isomer or geometry (same formula, charge and spin), kcal per mole: 0.8
E_HOMO, eV: -9.15
LUMO, eV: 0.46
Orbital gap, eV: 9.61
Molecular weight, g mol⁻¹: 337.5